Record 1
{"formula": "C6H12O", "method": "ωB97M-V/def2-TZVPD", "homo_lumo_gap_ev": 10.29, "e_lumo_ev": 0.9446, "de_lowest_kcal_mol": 38.26, "charge": 0, "symbols": ["C", "C", "C", "C", "C", "C", "O", "H", "H", "H", "H", "H", "H", "H", "H", "H", "H", "H", "H"], "positions_angstrom": [[-2.05746, 0.56975, -0.39341], [-0.56507, 1.02538, -0.10912], [0.60541, 0.01848, -0.03158], [1.63162, 0.03676, -1.16180], [1.21634, -0.32283, 1.31462], [0.34006, -1.31574, 0.62566], [-0.91480, -1.57575, 1.16778], [-2.67049, 0.01763, 0.34794], [-2.16744, 0.01373, -1.33084], [-2.61503, 1.50149, -0.48627], [-0.58660, 1.63800, 0.80193], [-0.33745, 1.71328, -0.93801], [1.17903, 0.10162, -2.15700], [2.32791, 0.87947, -1.05322], [2.23775, -0.87844, -1.13531], [0.79470, 0.14974, 2.19727], [2.28939, -0.49849, 1.34244], [0.78417, -2.19409, 0.16256], [-1.49205, -0.87998, 0.83636]], "forces_ev_per_angstrom": [[0.164, 0.293, -0.206], [-0.313, -0.073, 0.030], [-0.306, -0.126, -0.115], [-0.110, -0.040, -0.011], [0.083, 0.114, 0.134], [0.271, -0.084, -0.291], [-0.023, -0.061, 0.081], [0.642, 0.278, -0.032], [0.193, 0.128, 0.101], [-0.045, 0.031, -0.241], [0.039, -0.116, -0.174], [-0.041, -0.126, 0.291], [-0.062, -0.033, 0.137], [-0.209, -0.075, 0.003], [-0.130, 0.180, 0.004], [0.038, -0.091, -0.088], [-0.170, 0.077, 0.018], [0.017, 0.083, 0.141], [-0.038, -0.360, 0.217]]}

=====

Record 2
{"formula": "C16H25MoS", "method": "ωB97M-V/def2-TZVPD", "homo_lumo_gap_ev": [6.41, 7.65], "spin_multiplicity": 3, "e_lumo_ev": [-3.9612, -3.8571], "charge": 1, "symbols": ["C", "C", "C", "C", "H", "H", "H", "H", "H", "H", "H", "H", "H", "C", "C", "C", "H", "C", "C", "H", "H", "H", "H", "C", "C", "C", "H", "C", "C", "H", "H", "H", "H", "Mo", "C", "S", "C", "H", "H", "H", "H", "H", "H"], "positions_angstrom": [[-0.27205, 0.60350, -3.41285], [0.28437, 2.00096, -3.42893], [0.44695, -0.39700, -4.33900], [-1.76341, 0.58454, -3.64276], [0.23555, -0.09560, -5.36616], [0.06736, -1.41584, -4.22345], [1.53583, -0.38384, -4.23847], [-0.00323, 2.51198, -4.35209], [1.39381, 2.00437, -3.41718], [-0.15044, 2.55047, -2.56559], [-1.98383, 1.00048, -4.63657], [-2.24546, 1.23645, -2.89946], [-2.18446, -0.44109, -3.62936], [1.70898, 0.07024, 0.54368], [2.01607, -0.64275, -0.69079], [2.13550, 0.32406, -1.75294], [2.10124, -1.73404, -0.81269], [1.87562, 1.64181, -1.17952], [1.65030, 1.46841, 0.24030], [1.60238, 2.26897, 0.96085], [1.66575, -0.37432, 1.55084], [2.55284, 0.13435, -2.74334], [1.99122, 2.60488, -1.68940], [-2.26248, -0.92938, 0.36323], [-1.20503, -1.75164, 0.77374], [-0.34748, -2.00974, -0.35548], [-1.14283, -2.25019, 1.74219], [-1.07542, -1.56906, -1.54564], [-2.17106, -0.71138, -1.04720], [-2.90530, -0.19881, -1.67799], [-3.11114, -0.63048, 0.97959], [0.50012, -2.70541, -0.38995], [-1.00974, -1.99256, -2.56935], [0.03938, 0.32965, -1.03221], [-0.39015, 3.12789, 2.05640], [-1.28784, 2.22717, 0.71860], [-2.66407, 1.71569, 1.76560], [0.56549, 3.48784, 1.62579], [-0.21018, 2.48373, 2.94353], [-1.01832, 4.00061, 2.32404], [-2.45038, 0.85140, 2.37297], [-3.03244, 2.50122, 2.40857], [-3.47031, 1.40068, 1.12065]], "forces_ev_per_angstrom": [[1.097, -1.084, 1.229], [0.112, 0.279, -0.658], [-0.318, 0.692, 0.233], [-0.163, 0.036, -0.143], [-0.039, -0.026, -0.218], [0.152, 0.124, 0.016], [-0.283, -0.119, -0.012], [-0.189, 0.184, -0.077], [-0.917, 0.144, -0.076], [0.427, 0.177, -0.631], [0.065, -0.003, 0.070], [-0.183, -0.208, -0.385], [0.155, 0.685, 0.064], [0.853, 0.154, -0.682], [0.270, 0.647, 0.096], [0.573, 0.663, 0.735], [0.286, 1.035, 0.129], [1.165, -0.422, 1.063], [1.204, -0.887, -1.405], [-0.254, -0.297, -0.224], [-0.359, 0.271, -0.796], [-0.498, 0.067, 0.471], [-0.112, -0.648, 0.512], [0.058, -0.574, -0.194], [-0.020, 0.536, -0.361], [-1.750, -0.481, -1.268], [0.353, 0.558, -0.149], [-0.439, 0.334, 0.608], [0.772, -0.991, -0.641], [0.306, -0.556, 0.580], [0.550, -0.094, -0.266], [-0.755, 0.349, 0.186], [0.291, 0.648, 0.980], [-1.993, -1.762, 1.335], [0.181, 0.170, -0.316], [-0.091, 0.461, 0.762], [-0.439, -0.432, -0.300], [-0.781, 0.022, 0.531], [-0.105, 0.351, -0.668], [0.427, -0.551, -0.099], [0.514, -0.154, 0.297], [0.158, 0.491, -0.062], [-0.282, 0.211, -0.269]]}

=====

Record 3
{"formula": "C5H9N3", "method": "ωB97M-V/def2-TZVPD", "homo_lumo_gap_ev": 10.21, "e_lumo_ev": 1.1609, "de_lowest_kcal_mol": 94.01, "charge": 0, "symbols": ["N", "C", "N", "C", "C", "N", "C", "C", "H", "H", "H", "H", "H", "H", "H", "H", "H"], "positions_angstrom": [[-0.19948, 1.29156, -0.32854], [-0.13992, 0.03359, -0.04206], [-1.21071, -0.80445, 0.03703], [-2.42921, -0.35996, -0.62279], [-2.29176, -0.07611, 0.85872], [1.13172, -0.63296, 0.18217], [2.21017, -0.02298, 0.76297], [2.33047, -0.45149, -0.65815], [0.73831, 1.76869, -0.42782], [-3.03188, -1.13616, -1.12489], [-2.29302, 0.55443, -1.22184], [-2.02858, 1.01173, 0.94235], [-2.92742, -0.57900, 1.49167], [2.83817, -0.54725, 1.53066], [2.19867, 1.04655, 1.11223], [2.30070, 0.31020, -1.44123], [2.80378, -1.40640, -1.05048]], "forces_ev_per_angstrom": [[0.570, -0.716, 0.008], [3.576, 2.873, -1.288], [-1.932, -0.602, 1.547], [0.135, 1.133, -0.385], [0.970, 1.526, -3.782], [-2.169, -1.878, -0.616], [3.211, 1.403, 2.174], [-0.291, -0.445, -0.931], [-1.259, -0.986, 0.347], [0.304, 0.283, 0.842], [-0.136, -0.545, 0.117], [-0.451, -1.325, 0.632], [-0.683, -1.234, 1.687], [-0.966, -0.113, -0.641], [-0.218, -0.668, -1.113], [-0.179, 0.055, 0.346], [-0.481, 1.238, 1.055]]}

=====

Record 4
{"formula": "C5H8N2O", "method": "ωB97M-V/def2-TZVPD", "homo_lumo_gap_ev": 8.41, "e_lumo_ev": 0.3121, "de_lowest_kcal_mol": 83.45, "charge": 0, "symbols": ["C", "C", "C", "N", "C", "C", "O", "N", "H", "H", "H", "H", "H", "H", "H", "H"], "positions_angstrom": [[-1.03301, -0.71088, -0.02105], [1.72211, 1.55708, -0.48184], [-1.57246, -1.34496, 1.23822], [0.62099, 0.68328, -0.87863], [-0.71450, 0.70103, 0.00711], [0.60169, -1.05321, -0.57152], [-0.91585, 1.60327, 0.77030], [1.38025, -1.90477, -0.78661], [0.52982, 0.61414, -1.89058], [-1.54693, -0.98446, -0.94223], [1.70181, 2.46745, -1.08163], [2.68236, 1.05529, -0.60605], [1.65713, 1.86455, 0.56028], [-1.16721, -0.85786, 2.12848], [-1.28243, -2.39965, 1.26419], [-2.66377, -1.29033, 1.29157]], "forces_ev_per_angstrom": [[2.082, -1.568, -1.345], [0.040, 0.517, -0.160], [0.002, -0.195, 0.087], [-0.881, 0.734, 0.466], [2.486, 2.038, 0.620], [-2.860, -0.825, 1.893], [-0.172, -1.121, -1.300], [0.258, 0.238, -0.099], [-0.344, 0.425, 0.167], [-0.396, 0.023, 0.093], [0.174, 0.016, 0.014], [-0.148, -0.208, -0.192], [-0.345, -0.231, 0.016], [0.008, -0.039, -0.141], [-0.042, 0.160, -0.053], [0.137, 0.038, -0.066]]}

=====

Record 5
{"formula": "C36H35BN7NdO4S", "method": "ωB97M-V/def2-TZVPD", "homo_lumo_gap_ev": [7.79, 7.80], "spin_multiplicity": 4, "e_lumo_ev": [-0.0238, -0.0177], "charge": 0, "symbols": ["Nd", "C", "C", "C", "C", "C", "N", "N", "B", "N", "N", "C", "C", "C", "C", "C", "N", "N", "C", "C", "C", "C", "C", "H", "H", "H", "H", "H", "H", "H", "H", "H", "H", "H", "H", "H", "H", "H", "H", "H", "H", "H", "H", "H", "H", "S", "C", "C", "C", "C", "C", "C", "N", "C", "C", "C", "C", "C", "C", "C", "H", "H", "H", "H", "H", "H", "H", "H", "O", "C", "O", "C", "C", "C", "C", "O", "C", "O", "C", "C", "H", "H", "H", "H", "H"], "positions_angstrom": [[11.14432, 11.71892, 12.91049], [9.93879, 8.66466, 15.20156], [9.13318, 9.90686, 15.29491], [8.01668, 10.18960, 16.09777], [7.57416, 11.45455, 15.65140], [6.43877, 12.24078, 16.29096], [8.30417, 11.83781, 14.56435], [9.37138, 10.92594, 14.42872], [8.29140, 13.21620, 13.82505], [9.34140, 14.15969, 14.52985], [10.69074, 13.69716, 14.67974], [11.26768, 14.51441, 15.55212], [12.55454, 14.16439, 16.15649], [10.34008, 15.54372, 15.95138], [9.14833, 15.28547, 15.25418], [7.80673, 15.99540, 15.19089], [8.66939, 12.97057, 12.33864], [9.64637, 13.88088, 11.84354], [9.27093, 14.20009, 10.59192], [9.95196, 15.27741, 9.88477], [8.13519, 13.39393, 10.17828], [7.74734, 12.67997, 11.34223], [6.70662, 11.61693, 11.45043], [9.25506, 7.85793, 15.30173], [10.72205, 8.58588, 16.01476], [10.44302, 8.60629, 14.19419], [7.49022, 9.50588, 16.79587], [5.76495, 11.59568, 16.88987], [5.81498, 12.75631, 15.56206], [6.93161, 12.89371, 17.02323], [7.23083, 13.73561, 14.07713], [12.83880, 13.11863, 15.95691], [12.40436, 14.32295, 17.27958], [13.27178, 14.87734, 15.71870], [10.56200, 16.37996, 16.59187], [8.02287, 16.97180, 15.60763], [7.06938, 15.55102, 15.86395], [7.49535, 16.16504, 14.16853], [10.97484, 15.34342, 10.25603], [9.44338, 16.18520, 10.18140], [9.80646, 15.11942, 8.82294], [7.74964, 13.36794, 9.13398], [5.70604, 12.00215, 11.50134], [6.76836, 10.89679, 12.30738], [6.84776, 11.11910, 10.49241], [15.92357, 10.58668, 14.04051], [14.90053, 10.23136, 15.43147], [15.37367, 9.53287, 16.53830], [14.43416, 9.29416, 17.57424], [13.10409, 9.76191, 17.48491], [12.65367, 10.45492, 16.36270], [13.58337, 10.67174, 15.29197], [13.37717, 11.26597, 14.02802], [14.51241, 11.43498, 13.36936], [14.48382, 12.23320, 12.15980], [15.70288, 12.37415, 11.45477], [15.71728, 13.19013, 10.30428], [14.50186, 13.51249, 9.69876], [13.31131, 13.25044, 10.39128], [13.24265, 12.62056, 11.61978], [16.45877, 9.36778, 16.62744], [14.75333, 8.88194, 18.57584], [12.47794, 9.52862, 18.37794], [11.60282, 10.74639, 16.30218], [16.66231, 12.01215, 11.84735], [16.63998, 13.55954, 9.87880], [14.40616, 13.92167, 8.71545], [12.39635, 13.67679, 9.96236], [10.40561, 10.72770, 10.77626], [10.62012, 9.54808, 11.24555], [11.13284, 9.36533, 12.44397], [10.20694, 8.37279, 10.49755], [10.21033, 7.09075, 11.04626], [9.58362, 6.01782, 10.45046], [8.98197, 6.30964, 9.22311], [8.33173, 5.38963, 8.43915], [8.19504, 5.99099, 7.19792], [8.74717, 7.33085, 7.25675], [9.09330, 7.53482, 8.56320], [9.66282, 8.61614, 9.21629], [10.83084, 6.93720, 11.93846], [9.62272, 4.96335, 10.89594], [7.08523, 6.13850, 7.00662], [8.70371, 5.36231, 6.48142], [9.64525, 9.65533, 8.84914]], "forces_ev_per_angstrom": [[0.285, 1.209, -0.882], [1.767, 0.373, -0.103], [-0.048, 1.226, -0.742], [-0.210, 0.472, -0.443], [-0.674, -0.937, -0.265], [0.425, -0.664, 0.099], [0.804, -0.912, 2.003], [-2.016, -0.357, 0.562], [0.436, 0.298, 1.324], [1.782, -0.867, -0.270], [-2.181, 0.441, 0.105], [-2.720, 0.058, -0.090], [0.458, 0.680, 1.083], [0.097, -0.610, -0.921], [0.489, -0.996, -0.259], [1.505, 0.464, 0.963], [0.221, 0.892, -1.140], [-1.527, -0.124, -0.859], [-0.977, -2.635, 1.841], [0.053, 0.009, 0.026], [0.268, 0.254, 1.227], [1.807, 0.970, -0.877], [0.348, -0.537, 0.327], [-0.417, -0.989, 0.133], [-0.877, 0.033, -0.859], [-0.518, -0.003, 1.225], [0.649, 0.809, -0.484], [0.543, 0.036, -0.455], [0.276, 0.312, 0.144], [-0.424, 0.387, -0.340], [-0.047, -0.229, -0.587], [-0.053, 0.618, 0.053], [0.750, -0.207, -1.480], [0.362, -0.450, 0.644], [-0.094, 0.009, 0.101], [-0.196, 0.421, 0.108], [-0.100, -0.186, -0.519], [-0.345, -0.373, -0.060], [0.082, 0.069, -0.517], [-0.064, 0.462, -0.141], [0.555, 0.276, -0.284], [0.071, -0.093, 1.235], [-0.525, 0.445, -0.162], [0.546, 0.711, -0.790], [-0.489, -0.615, 0.156], [-1.697, 0.957, 0.219], [0.901, -0.759, 0.280], [-0.836, 0.414, 1.212], [1.016, 0.338, 0.528], [0.466, -0.422, 0.325], [0.566, -0.310, -0.681], [-0.253, -0.544, -0.055], [0.625, 0.267, 1.284], [-1.196, -0.488, 0.313], [1.427, -1.212, -1.536], [-0.062, 1.742, -0.109], [-0.273, -0.882, 0.082], [-0.428, -0.367, 1.277], [-0.078, 0.653, -0.673], [-0.305, -0.012, 1.010], [-0.747, -0.353, 0.113], [-0.242, 0.239, -1.462], [0.207, 0.489, -1.079], [0.365, 0.188, -0.149], [-0.418, 0.197, 0.005], [0.167, -0.445, -0.175], [0.387, 0.599, -0.347], [0.175, -0.543, -0.114], [0.492, -1.455, 1.012], [0.703, 1.256, 1.794], [-0.469, 0.725, -2.100], [-0.974, -0.476, -1.272], [1.165, 0.378, 0.986], [-0.450, -1.157, -0.433], [0.346, -0.733, 0.940], [0.751, 0.119, 1.132], [-2.014, 1.241, -0.574], [-0.355, -0.073, -0.275], [0.811, -0.814, 0.749], [-0.497, 0.179, -0.203], [-0.617, 0.129, -0.163], [-0.219, 1.793, -0.843], [1.207, -0.477, -0.223], [0.097, 0.254, -0.611], [0.176, -0.788, -0.017]]}

=====

Look up the charge of the second one. +1

=====

What is the charge in the fourth record? 0

=====

charge of number 1 (C6H12O)? 0